Entry 1:
{
  "formula": "C21H27NO6",
  "method": "wB97M-V/def2-TZVPD",
  "max_force_ev_per_a": 1.3,
  "smiles": "CCO[C@H]1OC(C(=O)NC2CC2)=C[C@@H](c2ccc3c(c2)OCO3)[C@@H]1CCCO",
  "gap_ev": 8.87,
  "symbols": ["C", "C", "O", "C", "O", "C", "C", "O", "N", "C", "C", "C", "C", "C", "C", "C", "C", "C", "C", "C", "O", "C", "O", "C", "C", "C", "C", "O", "H", "H", "H", "H", "H", "H", "H", "H", "H", "H", "H", "H", "H", "H", "H", "H", "H", "H", "H", "H", "H", "H", "H", "H", "H", "H", "H"],
  "xyz": [[2.8505, -2.8797, -1.5130], [1.9512, -2.0091, -2.3774], [1.4752, -0.9114, -1.6048], [0.1426, -0.5472, -1.8084], [-0.7133, -1.6148, -1.4367], [-0.8467, -1.7692, -0.0667], [-0.7112, -3.1485, 0.4771], [-0.7718, -3.3898, 1.6682], [-0.5065, -4.0825, -0.4768], [-0.3362, -5.4659, -0.1970], [0.6011, -6.2783, -1.0386], [-0.8832, -6.4876, -1.1465], [-1.0829, -0.7002, 0.6902], [-1.2088, 0.6289, 0.0121], [-1.1828, 1.7710, 0.9920], [-2.1867, 2.7262, 0.9964], [-2.1851, 3.7988, 1.8868], [-1.1383, 3.8731, 2.7706], [-0.1237, 2.9133, 2.7766], [-0.1227, 1.8578, 1.9014], [0.7870, 3.2232, 3.7507], [0.3103, 4.3989, 4.3678], [-0.8871, 4.8065, 3.7411], [-0.0737, 0.7709, -1.0357], [-0.3490, 1.9674, -1.9550], [0.9055, 2.6515, -2.4978], [1.7216, 1.7934, -3.4649], [2.8330, 2.4827, -3.9865], [2.2923, -3.2771, -0.6687], [3.2475, -3.7025, -2.1017], [3.6755, -2.2853, -1.1314], [1.1032, -2.5914, -2.7550], [2.5098, -1.6140, -3.2375], [-0.0686, -0.4210, -2.8830], [-0.5045, -3.7799, -1.4397], [-0.3889, -5.6457, 0.8688], [1.1980, -7.0365, -0.5572], [1.1020, -5.7848, -1.8579], [-1.3103, -7.3901, -0.7390], [-1.3795, -6.1354, -2.0384], [-1.1839, -0.7921, 1.7568], [-2.1608, 0.6406, -0.5354], [-3.0037, 2.6393, 0.2956], [-2.9696, 4.5364, 1.8860], [0.6612, 1.1191, 1.9213], [0.1196, 4.2042, 5.4358], [1.0648, 5.1964, 4.2749], [0.8582, 0.9457, -0.4909], [-0.8982, 2.7133, -1.3763], [-0.9884, 1.6551, -2.7845], [0.5992, 3.5647, -3.0191], [1.5472, 2.9461, -1.6653], [1.0749, 1.4412, -4.2843], [2.1366, 0.9300, -2.9450], [2.5276, 3.2970, -4.4027]],
  "forces_ev_per_angstrom": [[-0.274, 0.330, -0.156], [0.059, -0.168, -0.102], [0.103, -0.065, 0.196], [0.353, 0.363, -0.406], [-0.363, -0.210, 0.317], [-0.043, 0.677, 0.295], [0.066, -0.115, -0.095], [-0.043, 0.037, 0.136], [0.003, 0.059, -0.500], [0.008, -0.196, 0.192], [0.145, -0.015, 0.095], [-0.145, -0.037, 0.068], [0.002, -0.412, -0.410], [0.203, -0.132, -0.141], [-0.274, 0.073, -0.095], [0.075, -0.173, -0.057], [0.213, 0.230, 0.348], [0.278, -0.425, -0.134], [-0.422, 0.312, -0.100], [0.079, 0.242, 0.255], [-0.009, -0.396, -0.348], [0.545, 0.622, 0.986], [-0.362, -0.023, -0.321], [-0.256, -0.080, -0.069], [0.286, 0.034, 0.095], [0.008, -0.251, -0.216], [-0.363, 0.027, 0.198], [0.337, 0.324, -0.192], [-0.049, -0.072, 0.062], [0.077, -0.102, -0.043], [0.132, 0.019, 0.046], [0.091, 0.043, -0.007], [-0.106, -0.048, 0.060], [0.054, -0.042, 0.205], [-0.003, 0.086, 0.121], [0.023, -0.104, -0.105], [0.029, -0.069, 0.073], [-0.002, 0.118, -0.078], [-0.016, -0.073, 0.072], [-0.013, 0.110, -0.073], [-0.009, -0.149, 0.172], [0.007, 0.057, 0.036], [-0.067, -0.048, -0.096], [-0.113, 0.106, 0.003], [0.160, -0.137, 0.011], [-0.009, -0.018, -0.279], [-0.183, -0.200, -0.063], [-0.053, -0.005, 0.021], [-0.065, -0.037, -0.084], [-0.128, 0.004, -0.012], [0.054, 0.039, 0.003], [0.036, 0.068, 0.019], [0.010, -0.064, 0.114], [-0.093, -0.027, -0.059], [0.029, -0.088, 0.039]]
}



Entry 2:
{
  "formula": "C21H27O2SiZn",
  "method": "wB97M-V/def2-TZVPD",
  "max_force_ev_per_a": 3.3,
  "gap_ev": [3.07, 3.07],
  "total_charge": -1,
  "symbols": ["C", "C", "C", "H", "C", "C", "H", "H", "H", "H", "C", "C", "C", "H", "C", "C", "H", "H", "H", "H", "Zn", "O", "C", "C", "H", "H", "H", "H", "C", "C", "C", "H", "C", "H", "C", "H", "C", "H", "C", "Si", "C", "C", "O", "H", "H", "H", "H", "H", "H", "H", "H", "H"],
  "xyz": [[-1.5055, 1.7852, 0.2246], [-0.3608, 2.2305, 1.1229], [0.7970, 2.3233, 0.3972], [-0.5342, 2.5275, 2.1598], [0.5893, 1.8240, -0.9476], [-0.7635, 1.3800, -1.0391], [-1.3113, 1.1133, -1.9335], [-2.1235, 2.6883, 0.0472], [1.7699, 2.6858, 0.7480], [1.2714, 1.9862, -1.7851], [0.4118, -2.1624, 1.1552], [-0.9891, -2.0577, 1.2873], [-1.5832, -2.1190, -0.0019], [-1.5453, -2.0354, 2.2292], [-0.5484, -2.2815, -0.9674], [0.7242, -2.2925, -0.2439], [1.6799, -2.6049, -0.6661], [1.1332, -2.2482, 1.9676], [-2.6533, -2.1389, -0.2106], [-0.6786, -2.5685, -2.0112], [0.4749, -0.3152, -0.7855], [3.4859, -0.2625, -1.3500], [4.4360, 0.3681, -0.4546], [4.7045, 0.3358, -1.9500], [4.0992, 1.3150, -0.0247], [5.0441, -0.3067, 0.1602], [4.5293, 1.2756, -2.4921], [6.5146, 0.9076, -3.8816], [6.6464, -0.1032, -3.4893], [5.7451, -0.5550, -2.4894], [5.9274, -1.8510, -1.9613], [5.2585, -2.2110, -1.1783], [6.9519, -2.6684, -2.4400], [7.0609, -3.6741, -2.0349], [7.8373, -2.2079, -3.4215], [8.6423, -2.8489, -3.7801], [7.6861, -0.9124, -3.9356], [8.3865, -0.5336, -4.6823], [-5.1385, 1.0971, 0.0824], [-3.8802, 0.8712, 1.4349], [-3.8198, 2.1270, 2.8127], [-4.1797, -0.7726, 2.2588], [-2.3585, 0.7360, 0.7367], [-6.1227, 1.1637, 0.5621], [-5.1523, 0.2261, -0.5874], [-4.9924, 1.9921, -0.5373], [-4.7967, 2.2150, 3.3027], [-3.1048, 1.7699, 3.5696], [-3.4928, 3.1317, 2.5021], [-4.0910, -1.6158, 1.5646], [-3.4519, -0.9131, 3.0661], [-5.1931, -0.7706, 2.6899]],
  "forces_ev_per_angstrom": [[0.898, 0.668, -0.600], [-0.341, -0.360, 0.084], [0.405, -0.309, -0.644], [0.189, 0.015, -0.316], [3.302, 0.249, 0.199], [-2.445, -1.956, 0.897], [-0.036, 0.638, -0.316], [-0.933, -0.038, 0.050], [-0.375, -0.136, -0.015], [-0.283, 0.424, 0.221], [-0.465, 0.009, -0.282], [0.032, -0.615, -0.582], [0.750, -1.009, 0.120], [0.340, 0.293, -0.430], [-0.417, -0.390, 0.810], [-0.169, -0.181, -0.019], [-0.285, 0.003, 0.180], [-0.195, 0.263, -0.266], [0.429, 0.290, 0.003], [0.070, 0.294, 0.262], [-0.622, 1.825, 0.616], [2.030, 0.614, -0.116], [-0.177, -0.072, -1.811], [-1.210, 0.312, 1.813], [-0.016, -0.394, 0.035], [-0.395, 0.232, -0.106], [-0.093, -0.488, 0.155], [0.079, -0.284, 0.036], [-0.685, -0.134, 0.702], [0.992, -0.787, -0.425], [0.083, 0.381, -0.391], [0.097, 0.091, -0.283], [0.030, 0.213, -0.108], [0.015, 0.219, -0.097], [-0.247, 0.282, 0.086], [-0.196, 0.150, 0.089], [-0.016, -0.311, 0.162], [-0.227, -0.132, 0.176], [-0.583, 0.286, -0.012], [2.516, -0.384, -0.942], [-0.232, 0.502, 0.213], [-0.333, -0.122, 0.129], [-1.121, 0.031, 0.699], [-0.130, 0.048, -0.218], [0.129, 0.142, 0.231], [0.048, -0.169, 0.234], [0.045, 0.099, 0.032], [-0.135, 0.024, -0.264], [-0.124, -0.331, -0.002], [-0.031, 0.163, 0.113], [-0.152, 0.002, -0.103], [0.188, -0.159, 0.002]]
}



Entry 3:
{
  "formula": "C21H28BF3O15S",
  "method": "wB97M-V/def2-TZVPD",
  "max_force_ev_per_a": 0.8,
  "gap_ev": 8.82,
  "symbols": ["C", "O", "B", "O", "O", "S", "O", "O", "C", "O", "C", "C", "C", "C", "C", "C", "C", "C", "C", "C", "H", "H", "H", "H", "H", "H", "H", "H", "H", "H", "H", "H", "H", "H", "H", "H", "H", "H", "H", "C", "C", "O", "C", "O", "O", "F", "H", "H", "H", "C", "C", "O", "C", "O", "O", "F", "H", "H", "H", "C", "C", "O", "C", "O", "O", "F", "H", "H", "H"],
  "xyz": [[5.3366, -0.5281, 0.3447], [5.9613, -1.2579, -0.7170], [5.1441, -1.9564, -1.5479], [4.9409, -1.5291, -2.8101], [4.6544, -3.2234, -1.1056], [3.1423, -3.6492, -0.7723], [2.8083, -3.1202, 0.5314], [2.4286, -2.6401, -1.8589], [0.9977, -2.5380, -1.6737], [0.4886, -1.3442, -2.1451], [0.8258, -0.1849, -1.4391], [1.9882, 0.4840, -1.7884], [2.3822, 1.6507, -1.1284], [3.6304, 2.3563, -1.5608], [1.5726, 2.1150, -0.0951], [0.3832, 1.4604, 0.2154], [-0.0345, 0.3046, -0.4520], [-1.3678, -0.2915, -0.0708], [-1.2734, -1.6801, 0.5624], [-2.3430, -0.3151, -1.2655], [4.2973, -0.2932, 0.1244], [5.8774, 0.4052, 0.4651], [5.3955, -1.0897, 1.2734], [4.3370, -2.0848, -3.3107], [0.5253, -3.3159, -2.2683], [0.7711, -2.6709, -0.6197], [2.5771, 0.0962, -2.5981], [3.8796, 3.1817, -0.9015], [3.5057, 2.7491, -2.5686], [4.4706, 1.6657, -1.5987], [1.8495, 3.0109, 0.4404], [-0.2559, 1.8556, 0.9851], [-1.8013, 0.3787, 0.6660], [-2.1684, -1.8430, 1.1587], [-1.2662, -2.4617, -0.1940], [-0.4236, -1.7826, 1.2335], [-3.0041, -1.1765, -1.2095], [-1.8062, -0.3702, -2.2084], [-2.9523, 0.5854, -1.2787], [-5.2751, -5.1694, 2.6790], [-4.2101, -5.0688, 1.6049], [-4.0675, -3.6694, 1.4567], [-4.4089, -3.0804, 2.6385], [-4.1689, -1.9605, 2.9287], [-5.0489, -3.9721, 3.4288], [-4.6058, -5.6088, 0.4286], [-6.2703, -5.1428, 2.2337], [-5.1768, -6.0410, 3.3186], [-3.2450, -5.4984, 1.8786], [-0.6834, 2.1607, 4.7640], [-2.0912, 2.5208, 5.1964], [-2.6075, 3.1483, 4.0388], [-1.9490, 2.6535, 2.9559], [-2.2949, 2.7875, 1.8337], [-0.8452, 1.9756, 3.3545], [-2.1100, 3.3943, 6.2304], [0.0010, 2.9897, 4.9477], [-0.2995, 1.2544, 5.2220], [-2.7227, 1.6675, 5.4485], [-0.8651, 4.4031, -4.2654], [-0.4944, 3.0398, -3.7151], [0.5722, 3.3520, -2.8449], [0.4177, 4.6339, -2.4157], [0.9976, 5.1223, -1.5097], [-0.5030, 5.2664, -3.1840], [-0.0594, 2.1924, -4.6787], [-0.2586, 4.6380, -5.1414], [-1.9189, 4.5129, -4.5022], [-1.2831, 2.5457, -3.1446]],
  "forces_ev_per_angstrom": [[0.271, -0.060, 0.122], [-0.271, 0.284, -0.121], [0.475, -0.141, 0.237], [-0.079, 0.033, -0.166], [-0.795, 0.126, -0.206], [0.441, 0.016, 0.328], [0.031, -0.068, -0.099], [0.068, 0.129, -0.061], [-0.354, -0.088, 0.032], [0.279, 0.121, -0.298], [-0.028, 0.064, 0.254], [-0.198, 0.185, 0.330], [-0.295, -0.372, 0.185], [-0.003, -0.040, -0.070], [-0.046, -0.336, -0.221], [0.339, -0.109, -0.347], [0.258, 0.418, 0.232], [-0.061, -0.253, -0.422], [-0.341, 0.070, 0.220], [0.125, 0.113, 0.036], [-0.160, -0.028, -0.018], [0.074, 0.088, -0.006], [-0.080, -0.111, 0.078], [-0.067, -0.056, -0.036], [-0.030, -0.069, -0.086], [0.172, 0.026, 0.122], [0.232, -0.163, -0.230], [0.005, 0.088, 0.077], [-0.019, 0.117, -0.087], [0.133, -0.049, 0.029], [0.006, 0.116, 0.034], [-0.057, 0.082, 0.063], [0.080, 0.059, 0.197], [-0.103, -0.059, 0.037], [0.164, -0.092, -0.056], [0.196, -0.020, -0.043], [-0.164, -0.039, 0.032], [0.036, -0.100, -0.113], [-0.088, 0.096, -0.032], [0.003, -0.033, 0.030], [-0.079, 0.092, -0.010], [0.197, -0.059, 0.076], [-0.103, -0.138, -0.102], [-0.003, 0.158, 0.015], [-0.054, -0.084, 0.047], [-0.056, 0.071, 0.000], [0.012, -0.012, -0.067], [0.064, 0.078, 0.102], [0.004, -0.072, -0.076], [0.067, -0.072, 0.021], [0.045, 0.043, -0.092], [-0.171, -0.148, 0.017], [0.079, 0.038, 0.231], [-0.051, 0.064, -0.146], [-0.032, 0.025, 0.086], [0.039, 0.065, -0.066], [-0.049, 0.050, 0.052], [-0.035, -0.079, -0.119], [-0.011, 0.022, 0.099], [-0.043, 0.019, 0.001], [0.035, 0.039, 0.044], [-0.085, -0.055, 0.103], [-0.051, -0.057, -0.227], [0.137, 0.069, 0.076], [-0.078, 0.025, -0.062], [0.078, 0.069, 0.000], [0.022, -0.063, -0.022], [-0.024, 0.067, 0.128], [-0.002, -0.100, -0.064]]
}